DFT (ωB97M-V/def2-TZVPD) results for a 2-piece molecular cluster, C5H15NOS overall in a non-equilibrium geometry.

The geometry in XYZ format:
```
23
Properties=species:S:1:pos:R:3:forces:R:3
S -0.038 2.604 -1.518 0.22 -0.62 1.23
O -2.502 -2.182 0.356 -1.73 1.61 0.42
N 0.424 -1.662 0.717 -0.48 -0.05 -0.36
C 0.701 0.772 1.346 0.46 0.67 1.44
C 0.554 -2.072 2.074 0.03 -1.32 2.23
C 1.089 -0.383 0.419 0.26 -0.36 -0.84
C -0.421 0.807 -1.320 2.37 -0.66 -0.40
C 0.826 -0.118 -1.082 0.46 1.55 -0.75
H -0.891 0.430 -2.196 -0.31 0.42 -1.27
H -0.332 0.957 1.695 0.17 -0.55 -0.71
H 2.216 -0.417 0.538 -1.17 -0.72 -0.02
H 0.355 -1.255 2.772 0.16 0.13 0.24
H 1.276 0.691 2.282 -0.23 -0.33 -0.12
H 0.750 -0.994 -1.731 -0.43 -0.51 0.80
H 1.584 -2.457 2.301 -0.74 0.31 -0.26
H 1.720 0.319 -1.560 -0.30 0.44 0.45
H -0.591 -1.598 0.528 0.87 0.22 -0.10
H -1.094 0.487 -0.584 -1.26 0.58 1.54
H 0.724 2.768 -0.348 -0.94 -0.18 -1.46
H 1.075 1.728 1.000 0.04 0.06 -0.38
H -3.295 -1.537 0.295 2.06 -1.90 -0.33
H -0.177 -2.878 2.450 0.98 0.96 -1.23
H -2.339 -2.630 -0.480 -0.48 0.26 -0.15
```
Forces are in eV/Å.

Calculated values
**E_tot**: -727.62858 hartree
**Total charge**: 0
**E_LUMO**: 0.017 Ha
**Orbital gap**: 9.0 eV
**HOMO**: -8.6 eV
**Energy above the lowest of the compared OMol25 structures with the same formula, charge and spin**: 150.0 kJ/mol
**Largest force on an atom**: 0.0550 Eh/bohr